Entry 1:
C13H21Br3N3O11V as an isolated structure. Source: the Open Molecules 2025 dataset; level of theory: ωB97M-V/def2-TZVPD.

The value obtained for the HOMO-LUMO gap (spin up / spin down) is 2.582 / 2.582 eV. Its spin multiplicity is 2. As for the expectation value of S²: 0.77. As for the net charge: -3. The largest force on an atom is 7.30 eV Å⁻¹. The HOMO energy (spin up / spin down) is 2.90 / 2.90 eV.

The geometry in XYZ format:
```
52
C13H21Br3N3O11V, DFT ωB97M-V/def2-TZVPD
O -0.038 0.542 -2.325
V -0.294 1.215 -0.884
O 0.977 1.113 -0.058
O -5.426 2.128 -1.792
C -4.989 0.896 -1.131
C -3.424 0.487 -0.926
O -2.533 1.469 -0.476
H -5.499 0.101 -1.675
H -5.505 0.861 -0.171
H -3.020 0.125 -1.872
H -3.439 -0.501 -0.467
C 2.079 3.900 -1.926
C 0.618 4.414 -1.653
O -0.262 3.480 -1.170
H 2.622 3.804 -0.986
H 2.474 4.544 -2.712
H 2.102 2.904 -2.369
H 0.371 4.592 -2.700
H 0.570 5.380 -1.152
C 3.327 -2.331 -0.534
N 3.195 -1.746 -1.874
O 4.085 -2.013 -2.673
O 2.172 -1.057 -2.078
H 2.957 -3.346 -0.676
H 2.869 -1.787 0.292
H 4.387 -2.375 -0.283
C 2.949 1.545 2.609
N 2.814 0.231 3.256
O 2.255 -0.664 2.630
O 3.219 0.024 4.394
H 3.581 2.181 3.229
H 1.990 2.063 2.591
H 3.338 1.479 1.593
C -2.200 -1.526 4.427
C -1.881 -2.810 3.924
C -1.171 -2.980 2.759
C -0.800 -1.869 2.020
C -1.040 -0.553 2.498
C -1.734 -0.385 3.740
N -0.291 -2.039 0.700
O -0.108 -3.163 0.253
O -0.211 -1.068 -0.079
H -2.773 -1.283 5.310
H -2.041 -3.661 4.569
H -0.816 -3.950 2.442
H -0.852 0.315 1.883
H -2.115 0.555 4.113
C -0.463 -1.719 -4.864
Br 0.704 -3.256 -4.819
Br -1.973 -2.155 -3.720
Br -0.882 -1.213 -6.739
H 0.125 -0.902 -4.448
```



Entry 2:
C42H63Br48IN6PSi as an isolated structure. Source: the Open Molecules 2025 dataset; level of theory: ωB97M-V/def2-TZVPD.

The value obtained for the HOMO-LUMO gap is 6.751 eV. As for the net charge: +1. The largest force on an atom is 8.10 eV Å⁻¹. The HOMO energy is -10.37 eV.

The geometry in XYZ format:
```
162
C42H63Br48IN6PSi, DFT ωB97M-V/def2-TZVPD
C 1.678 3.650 3.570
C 1.550 2.344 3.398
N 1.478 0.857 3.239
P 2.107 -0.072 4.623
N 3.481 0.669 5.085
C 0.990 0.232 2.148
N 0.793 -1.185 1.798
C 0.059 -2.088 2.735
C -1.418 -1.563 3.184
C -1.386 -0.491 4.415
I -2.413 -3.359 4.039
C 0.261 -1.086 0.383
C -0.782 -2.174 -0.171
C -0.031 -3.596 -0.546
C -1.184 -4.754 -0.414
C -2.421 -4.543 -1.429
C -3.881 -4.825 -0.791
C -4.236 -3.922 0.500
C -4.841 -2.459 0.169
C -6.013 -2.071 1.251
Si -6.187 -0.186 1.556
C -8.005 0.085 2.198
C -5.017 0.490 2.953
C -5.830 0.837 -0.059
C -6.303 0.229 -1.441
C -6.011 1.042 -2.765
C -5.271 2.463 -2.708
C -4.788 3.037 -1.303
C -5.068 2.218 0.030
C -0.343 0.414 0.096
C -1.907 0.686 0.383
C -0.236 0.644 -1.501
N -0.503 2.084 -1.927
N 0.567 1.165 1.034
N 1.687 1.606 0.331
H 2.188 4.701 3.618
H 1.260 -0.068 5.779
H 2.519 -1.398 4.203
H 4.278 0.005 4.976
H -0.120 -3.155 2.293
H 0.624 -2.303 3.736
H -2.094 -1.251 2.311
H -0.634 -0.923 5.184
H -1.159 0.587 4.089
H -2.432 -0.582 4.926
H 1.214 -1.133 -0.258
H -1.610 -2.481 0.595
H -1.346 -1.873 -1.129
H 0.350 -3.475 -1.632
H 0.878 -3.814 0.125
H -0.658 -5.746 -0.725
H -1.475 -4.855 0.696
H -2.459 -3.514 -1.944
H -2.292 -5.323 -2.290
H -3.889 -5.942 -0.444
H -4.665 -4.651 -1.630
H -3.271 -3.774 1.107
H -4.997 -4.441 1.218
H -3.978 -1.695 0.366
H -5.196 -2.333 -0.930
H -7.010 -2.451 0.771
H -5.805 -2.623 2.240
H -8.004 1.123 2.730
H -8.790 0.050 1.343
H -8.231 -0.684 3.044
H -4.153 1.110 2.472
H -5.665 1.192 3.624
H -4.626 -0.343 3.657
H -6.843 -0.787 -1.454
H -6.351 0.589 -3.783
H -5.105 3.036 -3.694
H -4.247 4.057 -1.275
H -4.721 2.673 1.032
H -2.603 -0.104 -0.125
H -2.178 0.736 1.520
H -2.272 1.710 -0.046
H 0.847 0.322 -1.805
H -0.945 0.000 -2.135
H -0.611 2.674 -1.073
H -1.353 2.117 -2.511
H 1.505 2.430 -0.258
H 2.191 0.852 -0.158
C -11.458 -0.012 -0.663
Br -10.588 1.629 -0.102
Br -10.170 -1.386 -1.139
Br -12.731 -0.643 0.659
H -12.024 0.220 -1.566
C 4.716 -2.143 -1.442
Br 3.665 -3.051 -2.797
Br 3.750 -0.652 -0.657
Br 5.367 -3.369 -0.087
H 5.592 -1.727 -1.944
C 4.358 6.989 1.914
Br 4.646 8.903 2.040
Br 3.357 6.306 3.433
Br 3.538 6.491 0.227
H 5.341 6.516 1.943
C 2.469 9.441 5.446
Br 2.277 8.818 7.274
Br 0.807 10.163 4.750
Br 3.935 10.700 5.263
H 2.719 8.572 4.837
C -1.373 -8.062 -3.794
Br -1.584 -8.712 -1.977
Br -3.023 -7.308 -4.487
Br 0.109 -6.817 -3.947
H -1.131 -8.925 -4.416
C 8.642 -1.597 -4.180
Br 8.935 0.315 -4.019
Br 7.633 -2.300 -2.677
Br 7.826 -2.063 -5.878
H 9.623 -2.074 -4.157
C 2.792 -6.865 -6.915
Br 4.120 -5.467 -6.688
Br 1.141 -6.175 -7.667
Br 3.484 -8.359 -7.942
H 2.556 -7.245 -5.920
C 7.300 12.678 3.150
Br 5.558 13.283 2.543
Br 7.312 12.314 5.056
Br 7.934 11.158 2.121
H 8.000 13.496 2.975
C 7.668 -2.028 3.463
Br 8.008 -1.291 1.701
Br 6.002 -1.364 4.210
Br 7.736 -3.968 3.462
H 8.471 -1.681 4.114
C -3.264 -10.972 -6.113
Br -2.612 -9.788 -7.506
Br -4.571 -12.236 -6.791
Br -1.809 -11.864 -5.186
H -3.775 -10.348 -5.378
C 12.182 -3.352 2.706
Br 11.133 -4.267 1.353
Br 11.214 -1.859 3.483
Br 12.833 -4.576 4.065
H 13.058 -2.938 2.204
C 4.935 -4.520 6.456
Br 3.893 -5.433 5.096
Br 3.962 -3.028 7.230
Br 5.578 -5.744 7.817
H 5.813 -4.104 5.960
C -6.416 0.501 -7.435
Br -6.652 -0.227 -5.650
Br -5.637 2.278 -7.391
Br -5.407 -0.702 -8.577
H -7.409 0.598 -7.874
C 5.388 11.605 -1.249
Br 6.697 13.026 -1.070
Br 3.719 12.251 -2.001
Br 6.093 10.095 -2.245
H 5.166 11.247 -0.242
C -10.255 4.908 -3.070
Br -8.554 3.970 -3.144
Br -11.656 3.792 -2.329
Br -10.105 6.600 -2.131
H -10.540 5.137 -4.097
C 9.435 4.420 -3.023
Br 10.893 4.744 -1.783
Br 7.742 4.189 -2.101
Br 9.330 5.795 -4.389
H 9.652 3.480 -3.532
```



Entry 3:
An isolated ion of composition C3H7N2S and charge +1. Source: the Open Molecules 2025 dataset; level of theory: ωB97M-V/def2-TZVPD.

The value obtained for the HOMO-LUMO gap is 9.411 eV. Its energy relative to the best compared isomer or geometry (same formula, charge and spin) is 27.3 kcal per mole. As for the net charge: +1. The largest force on an atom is 0.31 eV Å⁻¹. The SMILES is C=CSNC=[NH2+]. The HOMO energy is -12.89 eV.

The geometry in XYZ format:
```
13
C3H7N2S, DFT ωB97M-V/def2-TZVPD
C 0.578 2.842 1.092
C 0.641 1.756 0.347
C -0.251 -1.887 -0.878
N 0.184 -0.677 -0.630
N -1.184 -2.487 -0.174
S -0.379 0.345 0.650
H 1.211 3.687 0.885
H -0.095 2.933 1.926
H 1.307 1.640 -0.494
H 0.187 -2.421 -1.713
H 0.909 -0.284 -1.223
H -1.489 -3.422 -0.401
H -1.618 -2.024 0.613
```



Entry 4:
One molecule with the formula C2H7NOS. Source: the Open Molecules 2025 dataset; level of theory: ωB97M-V/def2-TZVPD.

The value obtained for the HOMO-LUMO gap is 9.375 eV. Its energy relative to the best compared isomer or geometry (same formula, charge and spin) is 40.9 kcal per mole. As for the net charge: 0. The largest force on an atom is 3.78 eV Å⁻¹. The SMILES is CN(C)SO. The HOMO energy is -8.64 eV.

The geometry in XYZ format:
```
12
C2H7NOS, DFT ωB97M-V/def2-TZVPD
C -0.150 -0.161 1.366
C 0.547 -1.165 -0.757
N -0.079 -0.080 -0.059
O -0.298 2.334 -1.273
S -1.164 0.948 -1.051
H -0.770 0.641 1.757
H -0.553 -1.124 1.705
H 0.864 -0.056 1.777
H 0.109 -2.134 -0.486
H 0.425 -1.009 -1.828
H 1.619 -1.190 -0.529
H -0.550 2.996 -0.623
```